17
Properties=species:S:1:pos:R:3 method="wB97M-V/def2-TZVPD" total_charge=0 homo_lumo_gap_ev=8.21 lumo_ha=-0.010 e_above_lowest_kcal_mol=135.6
C 1.611 -1.507 -0.418
C 0.467 1.254 1.278
N -1.428 0.474 -0.271
C -0.249 0.022 0.746
C 0.738 -0.545 -0.625
C 0.088 0.171 -1.625
O -2.264 -0.652 -0.478
O -0.588 -0.892 1.518
H -2.036 -1.224 0.290
H -2.030 1.211 0.109
H 1.711 -1.930 0.575
H 2.245 -1.893 -1.208
H 0.710 1.971 0.494
H -0.181 1.731 2.017
H 1.386 0.942 1.770
H 0.352 1.206 -1.817
H -0.531 -0.337 -2.358

60
Properties=species:S:1:pos:R:3 method="wB97M-V/def2-TZVPD" total_charge=0 smiles="Cc1ccc(C(=O)NCC(=O)Nc2cccc(S(=O)(=O)NC3=NCCCCC3)c2)cc1C" homo_lumo_gap_ev=9.17 lumo_ha=0.010 e_above_lowest_kcal_mol=35.5
C -6.052 -2.589 0.957
C -5.169 -1.404 0.730
C -4.301 -0.975 1.726
C -3.476 0.115 1.534
C -3.494 0.796 0.322
C -2.557 1.930 0.153
O -2.134 2.583 1.100
N -2.172 2.192 -1.119
C -1.205 3.225 -1.433
C 0.221 2.711 -1.177
O 0.996 2.464 -2.069
N 0.450 2.549 0.154
C 1.493 1.862 0.763
C 1.548 1.851 2.160
C 2.517 1.122 2.822
C 3.425 0.356 2.104
C 3.358 0.371 0.725
S 4.413 -0.727 -0.217
O 4.875 -1.770 0.651
O 5.381 0.002 -0.974
N 3.360 -1.371 -1.365
C 2.071 -1.800 -1.099
N 1.192 -1.529 -1.969
C -0.165 -1.986 -1.846
C -0.902 -1.445 -0.615
C -0.579 -2.206 0.667
C 0.864 -2.024 1.133
C 1.903 -2.601 0.166
C 2.432 1.128 0.040
C -4.374 0.381 -0.674
C -5.213 -0.705 -0.483
C -6.156 -1.126 -1.568
H -7.101 -2.306 0.873
H -5.859 -3.360 0.211
H -5.885 -3.012 1.944
H -4.273 -1.506 2.667
H -2.806 0.450 2.311
H -2.381 1.524 -1.843
H -1.303 3.501 -2.483
H -1.409 4.092 -0.798
H -0.319 2.818 0.775
H 0.811 2.411 2.717
H 2.551 1.129 3.900
H 4.162 -0.264 2.587
H 3.437 -0.888 -2.250
H -0.673 -1.640 -2.752
H -0.204 -3.084 -1.835
H -0.645 -0.390 -0.489
H -1.978 -1.511 -0.797
H -0.781 -3.269 0.513
H -1.250 -1.854 1.456
H 0.982 -2.527 2.096
H 1.057 -0.961 1.292
H 2.871 -2.674 0.659
H 1.591 -3.610 -0.124
H 2.411 1.130 -1.037
H -4.437 0.927 -1.605
H -7.185 -1.095 -1.213
H -5.946 -2.148 -1.883
H -6.069 -0.473 -2.432

36
Properties=species:S:1:pos:R:3 method="wB97M-V/def2-TZVPD" total_charge=-1 homo_lumo_gap_ev="6.20 / 6.23" s_squared=0.75 lumo_ha="0.092 / 0.092" spin_multiplicity=2 e_above_lowest_kcal_mol=33.7
C 0.937 -1.892 0.351
C 0.941 -1.726 -1.061
C -0.440 -1.694 -1.499
H 1.815 -1.614 -1.706
C -1.301 -1.844 -0.308
C -0.416 -2.051 0.799
H -0.712 -2.300 1.821
H 1.789 -2.042 0.983
H -0.823 -1.585 -2.495
H -2.399 -1.923 -0.328
Ce -0.403 0.589 -0.539
Cl 1.461 2.351 -0.391
C 0.036 2.375 -3.183
C -1.198 1.739 -3.541
C -0.877 0.507 -4.205
H -2.178 2.191 -3.494
C 0.551 0.378 -4.238
C 1.114 1.522 -3.606
H 2.164 1.770 -3.587
H 0.134 3.385 -2.815
H -1.578 -0.131 -4.730
H 1.095 -0.372 -4.793
Br -4.609 3.048 1.292
C -4.177 2.268 2.935
C -4.974 2.507 4.090
C -4.602 1.959 5.333
C -3.475 1.178 5.445
C -2.686 0.920 4.330
C -3.031 1.436 3.055
C -2.103 1.076 1.865
O -0.870 0.864 2.140
O -2.488 0.989 0.627
H -5.797 3.245 4.041
H -5.212 2.174 6.199
H -3.204 0.682 6.387
H -1.747 0.358 4.406

14
Properties=species:S:1:pos:R:3 method="wB97M-V/def2-TZVPD" total_charge=+1 homo_lumo_gap_ev="6.86 / 6.86" lumo_ha="-0.230 / -0.230" e_above_lowest_kcal_mol=41.3
Mg 1.927 -1.552 0.758
N 0.259 -0.841 1.500
S -0.678 0.047 0.773
O -0.667 0.251 -0.747
C -2.320 -0.830 0.648
F -2.702 -1.265 1.836
F -2.116 -1.845 -0.196
F -3.244 -0.024 0.151
Bi 0.888 0.172 -1.937
S 3.641 0.452 -0.477
O 2.362 -0.603 -0.869
S 1.947 2.454 -0.580
O 1.423 2.052 -2.058
O -0.719 1.533 1.196

41
Properties=species:S:1:pos:R:3 method="wB97M-V/def2-TZVPD" total_charge=0 smiles="NCCCC[C@H](N)C(=O)N[C@@H](CCC(N)=O)C(=O)O" homo_lumo_gap_ev=10.01 lumo_ha=0.025 e_above_lowest_kcal_mol=47.8
N -0.264 -2.193 -2.076
C 0.715 -1.980 -1.008
C 2.015 -1.340 -1.543
C 3.069 -0.938 -0.456
C 2.480 -0.557 0.908
C 1.993 0.889 1.305
N 1.979 1.197 2.733
C 0.578 1.225 0.865
O -0.277 1.684 1.667
N 0.334 1.066 -0.413
C -0.837 1.517 -1.161
C -2.139 0.746 -0.749
C -2.262 0.096 0.637
C -3.155 -1.128 0.737
N -3.589 -1.457 1.939
O -3.273 -1.897 -0.257
C -1.089 3.016 -1.026
O -2.078 3.570 -0.539
O -0.124 3.771 -1.610
H -1.212 -2.301 -1.656
H -0.236 -3.112 -2.381
H 0.302 -1.241 -0.245
H 0.915 -2.889 -0.412
H 1.681 -0.514 -2.148
H 2.382 -2.157 -2.211
H 3.745 -1.806 -0.396
H 3.681 -0.051 -0.784
H 1.731 -1.257 1.260
H 3.272 -0.610 1.624
H 2.760 1.602 0.861
H 0.999 1.063 3.074
H 2.569 0.577 3.246
H 0.990 0.595 -1.049
H -0.708 1.361 -2.253
H -2.175 -0.096 -1.433
H -2.988 1.393 -0.958
H -1.316 -0.273 1.061
H -2.648 0.904 1.318
H -3.360 -0.958 2.782
H -4.223 -2.208 2.087
H -0.238 4.693 -1.340

17
Properties=species:S:1:pos:R:3 method="wB97M-V/def2-TZVPD" total_charge=0 homo_lumo_gap_ev="8.10 / 8.11" lumo_ha="-0.065 / -0.023" e_above_lowest_kcal_mol=0.0
C 0.493 2.071 0.876
C 0.630 1.900 -0.580
C -1.519 -1.869 -1.165
C -1.659 -1.692 0.253
N 1.543 1.225 0.341
N -1.563 -0.508 -0.497
O 1.747 -0.751 1.966
P 1.710 -0.459 0.521
Cl 3.357 -0.629 -0.523
H 0.903 3.038 1.239
H -0.137 1.508 1.564
H -0.191 1.304 -0.985
H 0.927 2.679 -1.152
H -0.566 -2.048 -1.608
H -2.404 -2.004 -1.782
H -2.546 -1.785 0.841
H -0.725 -1.982 0.691

98
Properties=species:S:1:pos:R:3 method="wB97M-V/def2-TZVPD" total_charge=+1 homo_lumo_gap_ev="7.52 / 7.49" lumo_ha="-0.111 / -0.112" e_above_lowest_kcal_mol=30.7
V 0.438 -0.494 -0.804
O -1.073 -1.405 -1.939
C -0.875 -2.464 -1.329
O -0.140 -2.503 -0.300
C -1.529 -3.708 -1.794
N -0.579 -4.916 -1.545
C -0.854 -5.943 -2.596
C -1.263 -5.086 -3.814
C -1.944 -3.860 -3.211
H -2.320 -3.812 -1.005
H -0.521 -5.277 -0.601
H 0.433 -4.536 -1.721
H -1.652 -6.560 -2.222
H 0.043 -6.500 -2.665
H -1.881 -5.636 -4.494
H -0.375 -4.809 -4.406
H -2.999 -3.869 -3.183
H -1.763 -2.939 -3.830
C 3.763 0.984 -2.923
C 4.378 1.129 -1.522
C 5.467 2.221 -1.575
C 5.073 -0.183 -1.164
P 3.040 1.473 -0.227
N 1.837 0.435 -0.466
C 2.328 3.176 -0.366
C 0.937 3.217 0.311
C 2.067 3.538 -1.848
C 3.239 4.208 0.301
C 3.675 1.120 1.467
C 5.014 1.699 1.795
C 2.690 1.571 2.572
C 3.746 -0.393 1.682
H 4.608 0.909 -3.636
H 3.144 1.851 -3.160
H 3.166 0.069 -2.954
H 6.257 1.725 -2.175
H 5.871 2.455 -0.588
H 5.177 3.185 -1.963
H 5.705 -0.445 -2.014
H 4.407 -1.023 -0.981
H 5.759 -0.152 -0.358
H 0.220 2.834 -0.403
H 0.710 4.222 0.647
H 0.908 2.611 1.170
H 1.533 2.756 -2.383
H 2.967 3.694 -2.428
H 1.436 4.441 -1.844
H 3.413 4.012 1.343
H 2.711 5.170 0.251
H 4.220 4.306 -0.194
H 5.148 2.746 1.491
H 5.817 1.205 1.296
H 5.229 1.615 2.871
H 2.611 2.663 2.653
H 3.124 1.286 3.537
H 1.707 1.161 2.428
H 4.569 -0.865 1.149
H 2.746 -0.854 1.482
H 3.922 -0.582 2.732
Se 2.459 -4.250 -3.105
C 1.880 -2.613 -2.677
N 1.495 -1.576 -2.302
C -0.923 0.144 0.133
Ge -2.785 0.117 0.933
C -2.762 0.018 2.846
C -1.600 -0.439 3.501
C -1.548 -0.541 4.872
C -2.640 -0.133 5.654
C -3.786 0.331 5.027
C -3.836 0.353 3.655
C -3.543 1.860 0.581
C -3.309 2.934 1.451
C -3.847 4.202 1.208
C -4.604 4.419 0.055
C -4.875 3.370 -0.838
C -4.337 2.110 -0.525
C -3.796 -1.468 0.343
C -4.381 -1.524 -0.902
C -5.175 -2.582 -1.277
C -5.402 -3.635 -0.376
C -4.817 -3.571 0.911
C -3.963 -2.510 1.248
H -0.413 0.907 0.710
H -0.664 -0.732 2.926
H -0.690 -0.906 5.355
H -2.517 -0.131 6.704
H -4.560 0.744 5.616
H -4.722 0.812 3.207
H -2.780 2.756 2.375
H -3.695 5.059 1.822
H -4.957 5.454 -0.161
H -5.507 3.508 -1.706
H -4.491 1.282 -1.203
H -4.239 -0.739 -1.617
H -5.725 -2.590 -2.203
H -5.951 -4.487 -0.651
H -5.041 -4.327 1.690
H -3.437 -2.501 2.169

196
Properties=species:S:1:pos:R:3 method="wB97M-V/def2-TZVPD" total_charge=0 homo_lumo_gap_ev=8.55 lumo_ha=0.021 e_above_lowest_kcal_mol=24.8
C 3.909 -6.148 -0.342
C 2.837 -5.079 -0.398
C 3.138 -4.099 0.779
O 3.911 -4.907 1.643
C 4.778 -5.707 0.860
H 4.428 -6.174 -1.305
H 3.570 -7.186 -0.322
H 1.836 -5.393 -0.098
H 2.783 -4.509 -1.323
H 2.299 -3.795 1.406
H 3.608 -3.175 0.416
H 5.199 -6.463 1.519
H 5.634 -5.144 0.469
C -1.128 -2.924 0.146
C -2.543 -2.767 -0.397
C -2.375 -2.631 -1.954
O -0.988 -2.558 -2.124
C -0.283 -3.209 -1.106
H -1.009 -3.660 0.943
H -0.832 -1.975 0.605
H -3.020 -1.830 -0.109
H -3.147 -3.620 -0.093
H -2.803 -1.692 -2.300
H -2.855 -3.480 -2.453
H 0.730 -2.803 -1.069
H -0.229 -4.274 -1.374
C 2.315 5.439 4.022
C 2.851 4.289 4.876
C 2.257 3.134 4.117
O 0.918 3.557 3.911
C 0.902 4.984 3.623
H 2.860 5.575 3.090
H 2.281 6.352 4.620
H 2.451 4.309 5.891
H 3.930 4.377 5.012
H 2.238 2.188 4.663
H 2.826 2.843 3.224
H 0.019 5.383 4.120
H 0.746 5.199 2.561
C -4.588 1.909 -2.116
C -4.549 2.646 -0.804
C -5.365 1.624 0.055
O -4.665 0.469 -0.338
C -4.404 0.427 -1.744
H -3.777 2.258 -2.763
H -5.523 2.098 -2.645
H -4.917 3.671 -0.910
H -3.624 2.789 -0.241
H -6.448 1.672 -0.117
H -5.152 1.632 1.125
H -5.054 -0.292 -2.247
H -3.379 0.064 -1.849
C 0.662 2.326 -5.859
C 0.180 3.368 -6.838
C 0.652 4.662 -6.201
O 1.892 4.344 -5.575
C 1.962 2.909 -5.335
H 0.818 1.342 -6.303
H -0.059 2.182 -5.048
H -0.910 3.382 -6.902
H 0.650 3.247 -7.814
H -0.037 5.081 -5.462
H 0.771 5.380 -7.016
H 2.238 2.681 -4.308
H 2.778 2.615 -6.003
C 6.810 -0.882 -0.193
C 5.375 -1.347 -0.011
C 4.567 -0.362 -0.861
O 5.506 0.143 -1.803
C 6.721 0.351 -1.113
H 7.372 -1.700 -0.646
H 7.377 -0.630 0.706
H 4.978 -1.317 1.009
H 5.101 -2.359 -0.317
H 4.235 0.497 -0.259
H 3.675 -0.739 -1.358
H 6.665 1.293 -0.553
H 7.573 0.454 -1.782
C 2.174 -2.874 -4.117
C 1.276 -4.098 -4.398
C 0.151 -3.577 -5.268
O 0.283 -2.139 -5.270
C 1.210 -1.749 -4.256
H 2.959 -2.774 -4.867
H 2.618 -2.908 -3.121
H 0.889 -4.579 -3.497
H 2.034 -4.803 -4.754
H -0.808 -3.760 -4.778
H 0.160 -4.090 -6.231
H 0.664 -1.475 -3.352
H 1.723 -0.839 -4.587
C -2.885 4.820 -4.339
C -2.295 5.406 -3.071
C -1.386 4.297 -2.494
O -1.867 3.103 -3.107
C -2.309 3.408 -4.421
H -2.626 5.434 -5.201
H -3.966 4.771 -4.200
H -3.023 5.619 -2.284
H -1.788 6.373 -3.120
H -1.512 4.181 -1.418
H -0.311 4.366 -2.689
H -2.963 2.666 -4.873
H -1.357 3.435 -4.976
C -2.889 -0.790 -6.762
C -2.004 0.174 -6.010
C -2.701 0.260 -4.609
O -3.727 -0.713 -4.654
C -3.487 -1.649 -5.697
H -2.337 -1.384 -7.505
H -3.618 -0.347 -7.447
H -1.917 1.104 -6.577
H -0.966 -0.081 -5.809
H -3.134 1.243 -4.412
H -1.959 0.079 -3.825
H -4.390 -2.170 -6.009
H -2.746 -2.372 -5.329
C -5.794 3.682 3.081
C -4.496 4.106 2.385
C -3.752 4.637 3.590
O -4.000 3.702 4.633
C -5.261 3.022 4.374
H -6.385 3.022 2.448
H -6.373 4.545 3.410
H -4.584 4.827 1.572
H -3.917 3.271 1.986
H -4.150 5.595 3.957
H -2.689 4.849 3.453
H -5.959 3.229 5.179
H -5.032 1.973 4.191
C -6.991 -0.678 2.797
C -5.871 -1.533 2.190
N -5.172 -2.379 3.156
C -4.366 -3.338 2.418
C -3.995 -4.522 3.300
C -4.466 -1.667 4.205
C -3.241 -0.870 3.772
H -7.427 -1.075 3.712
H -7.786 -0.487 2.076
H -6.587 0.315 3.021
H -6.330 -2.212 1.468
H -5.163 -0.934 1.606
H -3.462 -2.902 1.980
H -4.908 -3.702 1.545
H -3.232 -4.320 4.054
H -3.665 -5.431 2.785
H -4.849 -4.927 3.853
H -5.110 -0.997 4.782
H -4.219 -2.400 4.976
H -2.815 -0.293 4.603
H -2.479 -1.540 3.379
H -3.496 -0.001 3.157
C 4.233 -0.229 4.592
C 5.290 -0.667 5.641
N 6.253 -1.651 5.148
C 5.650 -2.890 4.610
C 6.543 -3.527 3.565
C 7.179 -1.874 6.276
C 8.496 -2.579 5.948
H 3.536 -0.997 4.261
H 4.825 0.064 3.723
H 3.675 0.571 5.073
H 5.825 0.249 5.897
H 4.760 -0.963 6.559
H 5.549 -3.584 5.452
H 4.720 -2.606 4.123
H 5.986 -4.375 3.164
H 6.813 -2.792 2.808
H 7.444 -3.955 4.001
H 6.584 -2.335 7.081
H 7.471 -0.930 6.741
H 8.985 -1.907 5.236
H 8.500 -3.573 5.515
H 9.131 -2.534 6.835
C -1.429 2.133 1.625
C -1.223 0.643 1.222
N -0.160 0.309 0.274
C -0.527 0.944 -0.995
C 0.125 0.273 -2.211
C 1.161 0.744 0.773
C 1.634 -0.316 1.787
H -0.483 2.439 2.073
H -2.179 2.184 2.417
H -1.750 2.796 0.822
H -1.054 0.073 2.141
H -2.203 0.258 0.925
H -1.594 1.029 -1.212
H -0.232 2.007 -1.004
H 0.220 0.923 -3.075
H 1.086 -0.115 -1.858
H -0.444 -0.641 -2.409
H 1.087 1.723 1.257
H 1.889 0.866 -0.027
H 2.678 -0.094 2.031
H 1.590 -1.336 1.411
H 1.068 -0.211 2.712

5
Properties=species:S:1:pos:R:3 method="wB97M-V/def2-TZVPD" total_charge=0 smiles="C1=CO1" homo_lumo_gap_ev=9.40 lumo_ha=0.042 e_above_lowest_kcal_mol=85.1
C -0.251 0.652 -0.147
C 0.128 -0.579 0.154
O 1.229 0.223 -0.253
H -1.026 1.301 -0.143
H -0.080 -1.597 0.390